{"formula": "C8H38O12", "method": "the ωB97M-V functional and the def2-TZVPD basis", "homo_ev": -8.057, "charge": 0, "lumo_ev": 0.068, "homo_lumo_gap_ev": 8.12, "symbols": ["C", "C", "C", "C", "C", "C", "C", "C", "H", "H", "H", "H", "H", "H", "H", "H", "H", "H", "H", "H", "H", "H", "H", "H", "O", "H", "H", "O", "H", "H", "O", "H", "H", "O", "H", "H", "O", "H", "H", "O", "H", "H", "O", "H", "H", "O", "H", "H", "O", "H", "H", "O", "H", "H", "O", "H", "H", "O"], "positions_angstrom": [[0.1864, -1.9678, 2.0379], [1.0720, -0.8740, 1.3841], [0.6435, -0.6326, -0.1074], [0.7670, 0.8717, -0.4753], [1.6208, 1.4539, -1.3014], [2.4105, 0.7042, -2.3286], [-0.3562, 2.9688, 0.3769], [-0.1799, 1.6505, 0.3744], [0.2731, -2.9561, 1.4232], [0.8119, -2.1648, 2.9313], [-0.7906, -1.5659, 2.0623], [2.1939, -1.1237, 1.3543], [0.9929, 0.1045, 1.8963], [-0.4474, -0.8981, -0.1397], [1.1405, -1.3137, -0.8482], [1.8222, 2.5288, -1.2707], [1.7142, 0.9411, -3.1987], [2.6789, -0.3563, -2.2283], [3.3143, 1.3593, -2.4840], [0.1546, 3.7115, -0.1335], [-1.0563, 3.4800, 1.2049], [-0.7154, 1.0089, 1.0648], [-0.5580, -2.0760, -2.0384], [-1.8829, -1.3263, -1.7032], [-1.0836, -1.3000, -2.2044], [-2.8458, -1.2902, 2.2578], [-3.7120, -0.1588, 2.5971], [-3.1756, -0.8178, 3.0325], [-3.9456, 0.2677, -0.7048], [-3.5567, 0.2100, -2.2342], [-3.6684, -0.3442, -1.3938], [4.2799, -1.0839, -1.0895], [3.6043, -0.3551, 0.0392], [3.8308, -1.2683, -0.2585], [-3.0117, -1.2936, -0.0040], [-2.0203, -2.5414, 0.2174], [-2.6167, -1.8648, 0.6372], [2.5417, -2.5254, -0.4849], [2.1020, -3.5382, -1.6666], [1.8166, -3.0978, -0.8964], [-2.7727, 1.7433, -3.8865], [-1.7500, 0.8773, -3.1800], [-2.4780, 1.5328, -3.0110], [2.6549, 4.3305, -0.0594], [1.9707, 4.8977, -1.4756], [2.1628, 4.2154, -0.8521], [-2.7557, 0.5654, 1.0476], [-3.0056, 1.9380, 0.5228], [-3.4469, 1.1120, 0.7127], [2.9556, 1.7234, 0.6088], [3.5284, 1.2883, 1.9787], [3.4865, 1.0404, 1.0665], [-0.0237, -3.2316, -0.0593], [-0.9959, -4.3532, -0.5042], [-0.8005, -3.3996, -0.6098], [-0.5651, 1.5568, 4.3994], [-1.3531, 0.3641, 3.9035], [-1.1608, 1.2732, 3.7010]], "atomic_forces_ev_per_a": [[3.877, -0.925, -1.127], [1.338, -0.081, -1.760], [-0.580, 0.551, -0.509], [-1.123, -0.933, 1.468], [0.559, -0.995, 0.420], [0.071, 2.185, -1.337], [-2.772, 0.382, 3.672], [0.713, 0.245, -0.380], [-0.312, 1.837, 1.444], [-1.498, -0.183, 0.323], [-0.998, -0.239, 0.748], [-1.774, 0.106, 0.526], [-0.067, -0.716, 0.182], [1.104, 0.483, -0.039], [-0.604, 1.199, 1.070], [-0.733, -0.774, -0.371], [1.288, -0.990, 0.260], [-0.572, 0.512, 0.046], [-0.444, -1.057, -0.258], [0.939, 0.687, -1.363], [1.307, -1.494, -1.841], [-0.192, 0.376, 0.162], [-0.163, -0.450, 0.301], [-0.866, -0.240, 0.518], [0.574, 1.141, -1.990], [0.088, -0.719, -0.218], [-0.535, 0.551, 0.272], [0.286, 0.136, 0.406], [0.046, 0.508, 0.103], [0.003, -0.836, 1.804], [-0.229, 0.028, -2.270], [0.174, -0.319, -0.066], [0.070, -0.661, 0.384], [0.165, 0.537, -0.233], [-0.405, 0.197, -1.318], [-0.619, 0.855, 0.017], [0.781, -1.174, 1.116], [-0.617, -0.953, -1.110], [0.924, -0.670, -1.182], [0.451, 0.890, 2.175], [-0.350, 0.377, -0.798], [-0.707, 0.645, 0.567], [1.175, -1.079, 0.081], [0.579, 1.378, 0.441], [0.512, 1.255, 0.273], [-0.549, -1.450, -0.626], [0.997, -0.707, 0.433], [0.201, 0.479, -0.156], [-1.143, 0.694, 0.259], [0.065, -0.610, 0.293], [0.031, 0.121, 0.821], [-0.030, 0.782, -1.041], [0.280, -0.102, -0.510], [0.222, 0.708, -0.133], [-0.800, -1.498, 0.150], [0.037, 0.096, -0.003], [-0.550, -0.788, -0.005], [0.377, 0.703, -0.092]], "nbo_charge": [-0.611, -0.412, -0.520, 0.065, -0.285, -0.662, -0.405, -0.242, 0.163, 0.220, 0.236, 0.204, 0.210, 0.229, 0.246, 0.247, 0.231, 0.218, 0.203, 0.204, 0.186, 0.199, 0.494, 0.488, -0.986, 0.491, 0.468, -0.981, 0.500, 0.511, -1.034, 0.472, 0.514, -0.976, 0.497, 0.511, -1.030, 0.525, 0.479, -1.005, 0.470, 0.502, -0.950, 0.499, 0.505, -0.972, 0.482, 0.496, -0.952, 0.497, 0.488, -0.960, 0.514, 0.489, -0.973, 0.462, 0.491, -0.951]}

{"formula": "C8H3F18N4O12S6Zn", "method": "the ωB97M-V functional and the def2-TZVPD basis", "homo_ev": -8.335, "charge": -1, "lumo_ev": 1.890, "homo_lumo_gap_ev": 10.22, "symbols": ["Zn", "C", "F", "F", "F", "S", "O", "O", "N", "S", "O", "O", "C", "F", "F", "F", "C", "F", "F", "F", "S", "O", "O", "N", "S", "O", "O", "C", "F", "F", "F", "C", "F", "F", "F", "S", "O", "O", "N", "S", "O", "O", "C", "F", "F", "F", "C", "C", "N", "H", "H", "H"], "positions_angstrom": [[-0.1005, -0.0787, 0.1358], [3.0089, 1.7312, 2.0253], [3.7438, 2.7017, 2.4123], [3.5916, 0.5578, 2.3199], [1.8496, 1.8083, 2.7650], [2.6032, 1.7885, 0.0775], [3.1141, 3.0089, -0.5235], [3.1698, 0.5824, -0.5530], [0.8568, 1.5745, 0.0656], [0.2955, 3.0471, 0.3581], [-1.0852, 3.1158, 0.7780], [1.1918, 3.8492, 1.2049], [0.4185, 4.1113, -1.3294], [1.1818, 5.2481, -1.1208], [1.0645, 3.3953, -2.3547], [-0.8328, 4.4090, -1.6935], [1.2862, -0.4436, -4.2305], [1.5053, -1.7054, -4.6219], [2.3940, -0.1385, -3.5656], [1.1711, 0.4208, -5.2894], [-0.3198, -0.2695, -3.0685], [-0.4846, 1.1408, -2.8299], [-1.4684, -0.7609, -3.8606], [-0.0216, -1.0880, -1.5089], [0.3273, -2.5600, -2.0202], [-0.1176, -2.9827, -3.3379], [1.6928, -2.9172, -1.6485], [-0.7911, -3.8048, -0.9598], [-2.0253, -3.9196, -1.4886], [-0.1892, -5.1012, -0.9274], [-0.8163, -3.2519, 0.2582], [-1.6352, 0.9764, 3.8138], [-0.3189, 0.6107, 3.8931], [-2.2017, 0.7595, 5.0344], [-1.7592, 2.2419, 3.3512], [-2.3925, -0.4231, 2.6278], [-1.7327, -1.6855, 2.9122], [-3.8419, -0.3593, 2.9722], [-1.8327, 0.0201, 1.0408], [-3.0401, 0.7436, 0.2828], [-3.7707, 1.7029, 1.1506], [-2.4248, 1.2838, -0.8927], [-4.1992, -0.6552, -0.4884], [-4.9755, -0.0922, -1.4894], [-3.4516, -1.7015, -0.8875], [-4.8954, -1.1427, 0.5154], [3.0212, -3.0065, 1.9641], [2.0488, -1.9652, 1.5452], [1.3073, -1.1451, 1.2241], [2.8761, -3.4496, 2.9493], [4.0052, -2.5385, 1.9335], [2.9992, -3.6429, 1.0795]], "atomic_forces_ev_per_a": [[0.080, -0.434, 0.569], [-2.719, -0.894, 0.194], [1.354, 1.152, -0.116], [-0.049, 0.406, -0.376], [1.189, -0.661, -1.046], [1.309, -1.862, -2.283], [-1.049, -1.102, 1.472], [-1.335, 1.342, 1.932], [3.001, 2.343, 0.133], [-0.784, 4.602, 1.203], [1.059, -1.016, -0.988], [-0.622, -1.587, -1.024], [1.396, -0.973, -0.625], [-1.747, -1.816, -0.331], [-1.483, 1.465, 1.866], [1.329, 0.106, 0.050], [0.888, -0.338, 0.018], [-0.700, 1.165, -0.853], [-0.451, 0.826, 0.382], [-0.354, -1.488, 1.530], [-3.777, 1.767, -2.070], [1.651, -0.792, 0.795], [2.660, -0.223, 1.677], [-0.604, 0.255, -4.611], [0.788, -5.510, 0.737], [0.301, 1.180, 1.359], [-1.272, 0.641, 0.033], [1.337, 0.101, -1.081], [1.419, -0.090, 0.936], [-1.399, 2.904, 0.167], [-0.499, -1.047, 0.024], [0.400, -1.283, -0.791], [-1.172, 0.993, 0.113], [0.646, 0.950, -1.569], [0.087, -2.132, 1.260], [-1.361, -0.573, 1.657], [-0.045, 1.444, -0.145], [3.382, 0.043, -1.558], [-2.474, -1.047, 3.119], [-1.629, 3.814, -0.706], [0.969, -2.914, -1.910], [-0.024, -0.430, -0.587], [0.803, 0.895, 0.687], [1.451, -1.494, 1.861], [-0.329, 1.224, -0.917], [-1.360, 0.251, -0.179], [-0.091, 1.276, -1.276], [-0.382, 0.467, 0.766], [0.613, -1.199, 0.352], [-0.476, -0.038, -0.408], [0.025, 0.132, 0.124], [0.048, -0.800, 0.436]], "nbo_charge": [1.703, 0.807, -0.278, -0.323, -0.323, 2.101, -0.857, -0.905, -1.316, 2.170, -0.886, -0.941, 0.775, -0.317, -0.331, -0.297, 0.806, -0.299, -0.304, -0.307, 2.075, -0.884, -0.866, -1.293, 2.158, -0.884, -0.931, 0.764, -0.300, -0.341, -0.319, 0.797, -0.327, -0.310, -0.278, 2.094, -0.907, -0.863, -1.327, 2.161, -0.875, -0.943, 0.792, -0.307, -0.312, -0.304, -0.729, 0.496, -0.535, 0.269, 0.267, 0.284]}

{"formula": "C8H3NO4", "method": "the ωB97M-V functional and the def2-TZVPD basis", "homo_ev": 0.601, "smiles": "O=C([O-])C1=C([O-])n2cccc2C1=O", "charge": -2, "lumo_ev": 5.867, "homo_lumo_gap_ev": 5.27, "symbols": ["O", "C", "O", "C", "C", "O", "N", "C", "C", "C", "C", "C", "O", "H", "H", "H"], "positions_angstrom": [[3.8152, 0.0358, -1.0891], [3.1761, 0.0313, 0.0033], [3.6807, 0.0726, 1.1490], [1.6567, -0.0662, 0.0082], [0.6978, 1.2339, -0.0823], [0.8099, 2.4617, 0.0453], [-0.5672, 0.5780, -0.1752], [-1.8381, 1.1101, -0.0534], [-2.7175, 0.0702, -0.0036], [-1.8975, -1.1557, 0.0769], [-0.5853, -0.7669, -0.0896], [0.8459, -1.2272, 0.0002], [1.0963, -2.4705, 0.0303], [-2.1302, 2.2128, -0.1619], [-3.8260, -0.0216, 0.1299], [-2.2168, -2.0984, 0.2121]], "atomic_forces_ev_per_a": [[-0.684, 0.110, 0.281], [0.533, -0.256, -0.011], [0.313, 0.129, 0.305], [-2.039, 2.604, -0.830], [2.980, -2.703, 1.072], [-0.249, -1.963, -0.592], [-2.100, 2.411, -0.023], [-0.903, 1.778, -0.906], [-0.337, -2.310, 1.011], [1.164, 3.712, -1.048], [-0.476, 0.130, 0.570], [0.637, -0.492, -0.290], [0.001, 0.999, 0.086], [1.083, -1.830, 0.269], [1.185, 0.779, -0.278], [-1.108, -3.098, 0.384]], "nbo_charge": [-0.804, 0.748, -0.790, -0.414, 0.691, -0.662, -0.414, -0.064, -0.348, -0.317, 0.119, 0.406, -0.734, 0.204, 0.188, 0.191]}